No. 1
C12H10NPS | ωB97M-V with the def2-TZVPD basis set

Values from the calculation:
<S²>: 2.0135
orbital gap (alpha / beta): 6.474 / 8.016 eV
spin multiplicity: 3

XYZ file:
```
25
Properties=species:S:1:pos:R:3:mulliken_charge:R:1
C 4.09590 0.09369 -0.70174 -0.63
C -3.14707 1.65585 1.29951 -0.21
C 2.90528 0.78192 -0.68624 -0.14
C 4.03373 -1.30520 -0.45689 -0.28
C -3.49006 1.90203 0.00986 -0.57
C -2.38866 0.56301 1.70044 -0.79
C 1.66699 0.21938 -0.51786 -0.39
C 2.79047 -1.92913 -0.22856 -0.97
C -2.95579 1.08406 -0.94776 -0.49
C -1.97779 -0.37272 0.75133 0.31
C 1.68883 -1.10646 -0.32340 0.61
C -2.27347 -0.08327 -0.59568 0.57
N -1.39014 -1.61074 1.03207 -0.15
P -0.78670 -2.51975 -0.24854 -0.07
S -1.58881 -1.32797 -1.70057 -0.15
H 4.99845 0.63048 -0.96464 0.38
H -3.41267 2.37611 2.09473 0.31
H 2.92923 1.93608 -0.90150 0.17
H 4.96505 -1.76634 -0.40086 0.40
H -3.99789 2.91971 -0.33644 0.22
H -1.96910 0.47093 2.67744 0.34
H 0.79668 0.91015 -0.52831 0.32
H 2.62604 -2.91208 0.03728 0.48
H -3.08618 1.17101 -1.96609 0.47
H -1.03231 -1.78075 1.90241 0.27
```



No. 2
C5H14N | ωB97M-V with the def2-TZVPD basis set

Values from the calculation:
net charge: +1
SMILES: CCC[C@H](C)[NH3+]
orbital gap: 11.736 eV

XYZ file:
```
20
Properties=species:S:1:pos:R:3:mulliken_charge:R:1
C 2.09234 0.79585 1.26602 -1.10
C 1.35676 0.92031 -0.09698 -0.52
C 0.64403 -0.38910 -0.48129 -0.78
C -0.76146 -0.52426 0.11656 0.23
C -1.48882 -1.66299 -0.57451 -1.60
N -1.60480 0.72819 -0.19441 -0.27
H 2.65947 1.68625 1.51748 0.37
H 1.32361 0.45542 1.96852 0.28
H 2.79046 -0.03425 1.14301 0.31
H 2.15994 1.08587 -0.82583 0.31
H 0.72582 1.77590 -0.32312 0.37
H 1.28835 -1.21209 -0.15562 0.40
H 0.54053 -0.52793 -1.56832 0.37
H -0.74863 -0.52674 1.20170 0.28
H -2.54392 -1.78288 -0.33902 0.45
H -1.01225 -2.62562 -0.42864 0.35
H -1.47767 -1.43220 -1.64009 0.50
H -1.81320 1.26253 0.64192 0.34
H -2.43637 0.41289 -0.68860 0.36
H -1.16339 1.41058 -0.81550 0.35
```



No. 3
C41H74N6P | ωB97M-V with the def2-TZVPD basis set

Values from the calculation:
net charge: -1
orbital gap: 4.894 eV

XYZ file:
```
122
Properties=species:S:1:pos:R:3:mulliken_charge:R:1
C -5.39288 -3.08154 4.10860 -1.46
C -5.33678 -1.76383 3.34252 0.13
C -4.52448 -0.67934 4.06072 -0.84
C -3.15987 -0.45520 3.41042 0.17
C -2.36074 0.60801 4.14477 -1.07
C -1.29650 1.33281 3.31108 -0.82
C -1.78542 2.62528 2.62372 -0.89
C -1.61916 2.63972 1.09036 -0.73
C -2.45535 1.55525 0.43195 0.02
C -2.42609 1.55070 -1.09252 0.53
C -3.29120 0.36893 -1.59801 -1.15
C -2.46470 -0.71628 -2.27956 -1.04
C -1.81336 -1.69315 -1.28038 0.38
C -1.60958 -3.05409 -1.93304 -1.05
C -0.80502 -4.02135 -1.08222 -0.97
C 0.63954 -3.57160 -0.82394 -0.49
C 1.68426 -4.68221 -1.04409 -0.65
C 2.83019 -4.68403 0.00383 -0.87
C 4.23767 -4.52232 -0.62083 -0.70
C 4.89838 -3.18813 -0.23855 -1.49
P 6.44158 -3.29884 0.92135 -0.26
C 7.70540 -3.02941 -0.52022 -0.85
N 8.97467 -3.76734 -0.30875 -0.71
H -5.62598 -2.90698 5.15424 0.35
H -4.41804 -3.56430 4.04733 0.40
H -6.12722 -3.75784 3.68284 0.34
H -4.96560 -1.96140 2.33891 0.16
H -6.35892 -1.40953 3.22979 -0.01
H -5.05851 0.25865 3.94550 0.41
H -4.41187 -0.94281 5.10912 0.40
H -3.36279 -0.19580 2.37661 -0.21
H -2.61630 -1.39714 3.38947 0.35
H -3.01721 1.35939 4.58000 0.38
H -1.84728 0.11243 4.96459 0.42
H -0.50083 1.62707 3.98966 0.43
H -0.82573 0.68834 2.57358 0.47
H -2.84916 2.75987 2.80496 0.45
H -1.24762 3.48768 3.00447 0.41
H -2.00734 3.59603 0.73969 0.40
H -0.57177 2.53745 0.81610 0.18
H -3.49436 1.64943 0.74229 0.36
H -2.09278 0.58329 0.74330 -0.20
H -1.41917 1.33747 -1.43969 -0.51
H -2.74452 2.49510 -1.52551 0.17
H -3.82388 -0.07786 -0.76352 0.42
H -4.06149 0.71279 -2.28621 0.40
H -1.66476 -0.30466 -2.88767 0.27
H -3.13641 -1.31725 -2.88687 0.56
H -2.42694 -1.77498 -0.38417 0.05
H -0.85203 -1.29446 -0.95996 0.20
H -2.59649 -3.48688 -2.09669 0.42
H -1.13237 -2.88048 -2.89469 0.40
H -1.33781 -4.23608 -0.15986 0.33
H -0.77245 -4.96753 -1.61861 0.47
H 0.91308 -2.75137 -1.48332 0.26
H 0.72286 -3.21341 0.19825 0.34
H 1.21416 -5.66259 -1.02184 0.39
H 2.10401 -4.55872 -2.03527 0.32
H 2.78919 -5.60259 0.57967 0.42
H 2.64903 -3.86277 0.68627 0.42
H 4.16112 -4.56531 -1.70509 0.35
H 4.84401 -5.37254 -0.30593 0.49
H 4.19220 -2.52847 0.25792 0.51
H 5.18879 -2.67274 -1.15535 0.51
H 6.56617 -4.76405 0.76895 0.05
H 7.57046 -3.30769 1.88589 0.16
H 6.33196 -1.81924 1.09244 -0.47
H 5.52256 -3.49214 2.07137 0.12
H 7.94737 -1.97076 -0.59444 0.21
H 7.31917 -3.39309 -1.47041 0.45
H 9.31247 -3.54631 0.62470 0.29
H 8.72845 -4.75372 -0.28976 0.30
N 5.33522 2.73005 0.64017 0.13
C 6.14067 1.62156 0.52298 -0.41
C 6.40394 1.16159 1.78042 -0.36
C 5.73395 2.02040 2.69505 -0.60
C 5.08523 2.97983 1.96544 -0.54
H 4.98927 3.27734 -0.12480 0.15
H 6.44916 1.25371 -0.44103 0.31
H 6.99992 0.29607 2.01511 0.48
H 5.72603 1.93752 3.76905 0.40
H 4.46767 3.80844 2.26826 0.40
N 3.12406 1.85350 -1.86339 0.34
C 3.99745 1.61396 -2.88947 -0.30
C 3.26389 1.26567 -3.99193 -1.00
C 1.89469 1.29448 -3.61449 -0.25
C 1.84181 1.66080 -2.29559 -0.35
H 3.38442 2.12158 -0.93015 0.09
H 5.06182 1.70478 -2.74739 0.37
H 3.66438 1.01218 -4.95897 0.42
H 1.04628 1.06875 -4.23881 0.45
H 1.00607 1.79891 -1.63081 0.24
N -9.86885 -3.32761 1.79952 0.00
C -10.33935 -4.28440 2.65672 -0.45
C -9.86435 -3.99527 3.90814 -0.56
C -9.07841 -2.81629 3.80081 -0.26
C -9.10204 -2.42799 2.48814 -0.52
H -10.05524 -3.29218 0.81423 0.19
H -10.96687 -5.08483 2.30429 0.37
H -10.05716 -4.56566 4.80124 0.38
H -8.55443 -2.31300 4.59623 0.46
H -8.64008 -1.59468 1.98704 0.40
N -4.71503 5.76672 -5.10112 0.05
C -4.09351 4.58688 -5.40891 -0.82
C -3.90024 3.89829 -4.24178 -0.07
C -4.42830 4.69283 -3.18891 -0.21
C -4.92491 5.83839 -3.75076 -0.77
H -4.97548 6.47268 -5.76460 0.18
H -3.84291 4.34065 -6.42634 0.37
H -3.43250 2.93178 -4.15097 0.45
H -4.44168 4.44929 -2.13944 0.46
H -5.40634 6.69360 -3.30855 0.37
N 5.48619 5.31223 -2.17983 0.07
C 4.57754 6.32832 -2.06505 -0.32
C 5.25070 7.50970 -2.22474 -0.55
C 6.61814 7.19126 -2.44795 -0.40
C 6.73067 5.82723 -2.41562 -0.51
H 5.27024 4.33421 -2.11074 0.23
H 3.53657 6.12349 -1.88163 0.38
H 4.81227 8.49288 -2.18725 0.38
H 7.42580 7.88443 -2.61334 0.39
H 7.58363 5.18237 -2.53868 0.36
```



No. 4
C3H10NS | ωB97M-V with the def2-TZVPD basis set

Values from the calculation:
net charge: -2
<S²>: 0.7507
orbital gap (alpha / beta): 2.533 / 6.146 eV
spin multiplicity: 2

XYZ file:
```
15
Properties=species:S:1:pos:R:3:mulliken_charge:R:1
C -1.05336 0.89182 -2.35336 -0.59
S -2.51151 0.37542 -1.41369 -0.77
H -0.87893 1.97248 -2.56061 0.20
H -1.30442 0.51897 -3.37131 0.16
H -0.11281 0.49733 -1.95200 0.00
C 1.91218 -1.01876 2.90827 -4.20
N 2.13480 -0.10835 1.80763 0.17
C 1.68319 -0.40768 0.45782 -1.15
H 0.99812 -1.62413 2.83193 0.65
H 1.83866 -0.42736 3.83473 1.23
H 2.84499 -1.61956 3.06280 0.82
H 1.70247 0.78230 2.01979 0.36
H 0.62807 -0.68657 0.25578 0.46
H 1.90030 0.31199 -0.34402 0.26
H 2.18027 -1.31656 0.11733 0.39
```



No. 5
C15H23NO | ωB97M-V with the def2-TZVPD basis set

Values from the calculation:
SMILES: CC(C)CCNC(=O)CCCc1ccccc1
orbital gap: 10.001 eV

XYZ file:
```
40
Properties=species:S:1:pos:R:3:mulliken_charge:R:1
C -2.54839 -1.16742 1.24545 -1.34
C -3.71727 -0.86938 0.30970 0.88
C -4.56836 -2.12533 0.12275 -1.63
C -3.25261 -0.36095 -1.06031 -0.87
C -2.58823 1.01634 -1.04846 -0.78
N -1.22667 0.98513 -0.56769 -0.04
C -0.75959 1.81389 0.39228 0.33
O -1.44908 2.65161 0.93508 -0.68
C 0.71241 1.60919 0.70828 -0.62
C 1.58438 2.20455 -0.39976 -0.42
C 3.07965 2.01295 -0.11350 -1.28
C 3.44107 0.55615 -0.04978 0.56
C 3.52759 -0.19693 -1.21496 -0.23
C 3.82204 -1.54741 -1.16410 -0.63
C 4.03487 -2.16630 0.05636 -0.42
C 3.95400 -1.42570 1.22274 -0.58
C 3.65786 -0.07478 1.16836 -0.27
H -2.01853 -0.25759 1.51005 0.23
H -2.91315 -1.62263 2.16366 0.46
H -1.84977 -1.85924 0.77772 0.30
H -4.33890 -0.09403 0.76978 0.20
H -3.98067 -2.91663 -0.33864 0.35
H -5.42697 -1.92045 -0.51289 0.40
H -4.93245 -2.48538 1.08191 0.42
H -4.12503 -0.29737 -1.71430 0.37
H -2.56453 -1.08748 -1.50185 0.32
H -2.59755 1.42548 -2.06739 0.30
H -3.13020 1.70491 -0.39621 0.36
H -0.60954 0.29994 -0.97353 0.27
H 0.92608 0.54351 0.81746 0.30
H 0.92791 2.11028 1.65259 0.35
H 1.33915 1.73286 -1.35449 0.35
H 1.36855 3.27107 -0.48814 0.34
H 3.65159 2.49809 -0.90803 0.40
H 3.32898 2.49875 0.83129 0.41
H 3.36853 0.28259 -2.17101 0.40
H 3.88845 -2.11899 -2.07870 0.38
H 4.26611 -3.22049 0.09725 0.38
H 4.12182 -1.90095 2.17827 0.38
H 3.59642 0.49812 2.08276 0.35
```



No. 6
C9H21BrO2P | ωB97M-V with the def2-TZVPD basis set

Values from the calculation:
net charge: -1
orbital gap: 6.275 eV

XYZ file:
```
34
Properties=species:S:1:pos:R:3:mulliken_charge:R:1
C -0.39783 -1.84286 2.19306 -0.81
C -0.85506 -2.12097 0.64116 -0.49
C -2.09269 -1.18948 0.10461 0.03
C -2.38931 -1.68932 -1.46395 -1.24
P -1.69909 0.68159 -0.01741 0.16
C -1.11111 2.53020 -0.17464 -0.86
C 0.38547 2.54487 -0.92177 -0.43
C 1.62334 2.28737 0.17342 -0.61
C 2.37120 0.83355 -0.03406 0.03
O 3.20673 0.85980 -1.25264 -0.32
C 3.37538 -0.56937 -1.65129 0.23
O 3.34146 -0.92620 -2.96242 -0.52
H -1.37566 -1.70914 2.82199 0.24
H 0.31531 -2.68837 2.64007 0.24
H 0.23195 -0.83546 2.30485 0.16
H -1.25070 -3.24705 0.61285 0.37
H 0.02286 -2.06909 -0.14547 0.07
H -3.07426 -1.31033 0.75338 0.40
H -2.22363 -2.86868 -1.44377 0.37
H -3.48421 -1.38433 -1.75829 0.31
H -1.56472 -1.27729 -2.20978 0.29
H -1.99435 0.72547 -1.45635 -0.03
H -2.78096 1.04044 0.88654 -0.04
H -0.39847 0.39897 0.53322 -0.17
H -0.93388 3.03484 0.87640 0.40
H -1.85140 3.17839 -0.83050 0.34
H 0.54636 3.63763 -1.34646 0.30
H 0.33159 1.71546 -1.74811 0.25
H 2.38019 3.20715 0.15258 0.36
H 1.07086 2.22224 1.22830 0.30
H 1.64414 -0.08805 -0.05221 -0.02
H 3.09155 0.66589 0.89076 0.23
H 3.52313 -1.39604 -0.81574 0.35
Br 2.01579 -2.35185 3.47168 -0.88
```